{
  "formula": "C40H93BrNO17P",
  "method": "ωB97M-V/def2-TZVPD",
  "species": ["H", "H", "H", "O", "H", "H", "H", "H", "H", "H", "C", "O", "C", "H", "O", "C", "C", "H", "H", "H", "H", "H", "H", "H", "C", "H", "H", "H", "C", "H", "H", "H", "C", "H", "H", "C", "H", "H", "H", "O", "H", "C", "O", "C", "H", "C", "O", "O", "H", "H", "H", "C", "H", "H", "H", "H", "O", "H", "H", "H", "C", "O", "H", "N", "H", "C", "H", "C", "H", "Br", "C", "H", "C", "C", "H", "O", "H", "H", "H", "H", "C", "C", "H", "C", "H", "O", "H", "H", "O", "C", "H", "H", "H", "C", "H", "C", "H", "C", "H", "H", "H", "C", "H", "H", "O", "H", "H", "H", "H", "C", "H", "O", "H", "H", "O", "H", "H", "H", "H", "C", "H", "C", "O", "C", "H", "H", "H", "H", "C", "H", "C", "C", "H", "H", "C", "H", "C", "H", "H", "H", "H", "H", "H", "P", "H", "C", "C", "C", "H", "O", "C", "C", "H"],
  "positions_angstrom": [[-6.11620, -7.87266, -4.35320], [3.49212, 9.74661, -0.53484], [5.35377, 6.39109, 1.11545], [5.25931, 8.12486, -1.44132], [8.04817, -0.42330, 0.92625], [-1.38294, -6.20462, -2.98346], [-7.57107, -8.17445, -2.38280], [-6.19665, -5.84971, 1.92107], [2.83013, 0.02132, -3.15301], [7.89079, 0.90584, -1.00461], [-7.65855, -5.99690, 0.37448], [-8.86522, -6.67294, 0.06129], [5.43446, 7.15746, -0.74576], [-5.34441, -6.30111, -4.08682], [6.01266, 2.45710, -1.04338], [0.25898, 10.85863, 1.42583], [-0.29224, -10.24160, -2.37215], [5.01520, -2.48584, 4.94945], [-0.67494, 10.29748, 1.53448], [-1.92052, 11.90646, 3.82192], [3.82369, -1.56309, 4.05981], [-5.34948, -2.94439, -1.17647], [-0.62236, -10.77306, -3.26308], [6.69301, -0.15955, -1.75678], [-6.27988, -6.79026, -4.37961], [-6.90439, -6.31003, -0.35509], [4.49007, -0.31112, 0.08302], [-6.79796, -5.27502, -5.80452], [5.35335, -2.41647, 2.82751], [6.19787, 3.88402, 0.42698], [2.46559, 11.33245, 3.80534], [-9.79565, -6.94668, -6.44076], [4.53004, 0.65338, -0.43635], [3.02902, -3.77918, 3.00827], [0.51873, -10.80133, -1.89921], [-2.68194, -2.67967, -1.79458], [-1.27857, -3.76011, -3.00478], [3.78857, 1.31260, 0.02367], [2.30368, 12.22220, 2.27687], [4.22969, 0.46786, -1.81725], [5.92971, -1.48616, 2.86555], [2.29149, -8.23508, -1.93568], [-1.89133, -4.94364, -1.41641], [-3.50369, 15.44861, 4.54030], [4.01236, -9.74093, -3.44926], [1.75729, 11.69117, 3.06011], [-1.67480, 13.96347, 3.94945], [-8.04983, -5.84895, 2.76718], [-8.92723, -7.04515, -2.46228], [0.01215, 11.92573, 1.39997], [-7.03360, -7.41021, 1.86142], [-8.89145, -6.84627, 3.31152], [-9.12474, -5.85261, -5.21002], [-9.62808, -6.34090, 3.93362], [1.16893, 9.39077, 0.15430], [-2.65318, -6.76326, -1.87764], [2.83291, -9.53152, -1.75257], [7.35879, -2.21063, -1.39853], [-4.44598, -4.48185, -1.20480], [-2.33996, -1.69963, -2.13941], [-6.63856, -6.35850, -5.78377], [-7.27339, -6.41440, -3.44190], [3.99032, -4.61161, 4.23874], [4.87475, 7.10089, 0.57074], [-2.43408, 12.63564, 5.36626], [-2.25580, -5.89348, -2.39899], [-1.77740, 14.89926, 6.40674], [-8.97094, -6.27608, -6.20586], [-5.55719, -4.07559, -2.52989], [2.04711, 2.18745, -2.20911], [3.14385, -10.19675, -2.96089], [-8.95761, -5.46290, -6.94016], [5.49676, 3.58618, -0.36678], [0.92325, 10.45870, 0.12605], [-4.44608, 15.84343, 4.14889], [0.13158, -8.95703, -2.78446], [-5.80358, -6.59092, -6.45162], [1.06257, 12.38897, 3.53901], [-10.04102, -5.11442, -0.64679], [3.38582, -11.22741, -2.70750], [-1.55218, -3.67279, -1.94788], [-2.95129, 14.43781, 3.55965], [2.73787, -7.57858, -1.18265], [2.90623, 0.37118, -2.12513], [0.81191, 0.88872, -0.11299], [1.06818, 10.56549, 2.55181], [-2.80207, 16.28350, 4.64178], [0.43815, -7.18294, -1.83544], [0.61548, -0.88485, -2.07709], [7.30948, -0.79847, 0.21438], [0.21602, 10.62104, -0.69393], [-2.80279, 16.18675, 7.08658], [-3.65383, 13.60387, 3.45639], [5.92573, 1.24655, -0.32123], [4.74908, -2.36901, 1.91374], [3.47819, -3.67915, 3.99945], [-1.13156, -10.17309, -1.67100], [-10.01796, -5.85928, 0.15710], [8.29932, -4.14230, 2.16264], [3.89253, 6.85028, 0.53381], [2.55586, -7.84622, -2.92497], [-4.83736, -3.66785, -1.82105], [-9.40700, -7.41017, 2.52978], [0.52052, -8.60223, -0.77927], [-3.81148, -3.04368, -2.56889], [5.50275, 4.28481, -2.35904], [-0.70771, 12.50730, 4.96881], [6.74692, 6.19962, -2.10924], [-10.06920, -5.34339, 1.11919], [6.22006, 5.94692, -1.19226], [4.54761, 3.33592, 0.12142], [2.07864, 11.22526, -0.14349], [-3.01869, -5.50399, -3.07869], [6.98186, 5.72629, -0.43674], [-3.77076, 14.86977, 5.80518], [3.28629, 10.16048, 1.18494], [8.06318, -2.41593, 2.22049], [6.40320, -0.99278, 0.79572], [-2.99816, 14.51110, 7.64036], [-2.77822, 15.13615, 6.77668], [6.26633, -3.55804, 0.20799], [7.76919, -2.13038, -0.38766], [1.36916, 0.14749, 0.16418], [7.32887, -3.37205, 0.39387], [6.08545, 1.43227, 0.75322], [4.25914, 5.02029, -1.39036], [5.81603, -4.46278, 2.32842], [-8.51459, -8.03204, -3.88933], [-8.11306, -7.48092, -3.03502], [2.66270, -3.56067, 4.71345], [5.30768, 4.71677, -1.37828], [-7.16881, -6.32740, 1.76609], [7.85962, -4.22631, -0.03247], [2.30053, -10.18598, -3.65624], [-1.69958, 12.68705, 4.55863], [6.61329, -3.87762, 3.77219], [6.32846, -3.59313, 2.75421], [8.85559, -2.14092, -0.51196], [-0.67861, -3.30412, -1.40372], [-10.88299, -6.51279, 0.05518], [-2.95415, -2.59290, -0.73705], [4.09208, 11.29404, 0.07843], [-2.84505, 14.91499, 2.58070], [1.88442, -0.79784, -1.04891], [0.42717, -0.06911, -2.56412], [7.58625, -3.35272, 1.91720], [0.78863, -8.21751, -1.76872], [3.29348, 10.55990, 0.16747], [-8.32239, -7.54404, 3.93583], [-7.78183, -7.03845, -6.27029], [7.00715, 0.29561, -0.81597], [4.42041, -2.47907, 4.03138], [-7.79139, -4.91434, 0.27530]],
  "atomic_forces_ev_per_a": [[0.0, 0.0, 0.0], [0.0, 0.0, 0.0], [-0.2, -0.1, 0.0], [-0.2, -0.3, -0.1], [-0.1, 0.0, 0.1], [0.0, 0.0, 0.0], [0.0, 0.0, 0.0], [0.0, 0.0, 0.0], [0.0, 0.0, 0.0], [0.0, -0.1, -0.2], [0.0, 0.0, -0.1], [0.0, 0.0, 0.1], [-0.1, 0.3, 0.2], [0.0, 0.0, 0.0], [0.1, 0.1, -0.1], [0.0, 0.0, 0.0], [0.0, 0.0, 0.0], [0.0, 0.0, 0.0], [0.0, 0.0, 0.0], [0.0, 0.0, 0.0], [0.0, 0.0, 0.0], [0.0, 0.0, 0.0], [0.0, 0.0, 0.0], [0.0, 0.1, -0.1], [0.1, 0.0, 0.1], [0.0, 0.0, 0.0], [0.0, 0.0, 0.0], [0.0, 0.0, 0.0], [0.2, 0.0, 0.0], [0.0, 0.0, 0.0], [0.0, 0.0, 0.0], [0.0, 0.0, 0.0], [0.0, 0.1, 0.1], [0.0, 0.0, 0.0], [0.0, 0.0, 0.0], [0.0, 0.0, 0.0], [0.0, 0.0, 0.0], [0.0, 0.0, -0.1], [0.0, 0.0, 0.0], [-0.1, -0.1, -0.1], [0.0, 0.0, 0.1], [0.1, 0.0, 0.0], [-0.1, 0.0, 0.0], [0.0, 0.0, 0.0], [0.0, 0.0, 0.0], [0.0, 0.1, 0.0], [0.0, 0.0, 0.0], [0.0, 0.0, 0.0], [0.0, 0.0, 0.0], [0.0, 0.0, 0.0], [0.0, 0.0, 0.0], [0.0, 0.0, 0.0], [0.0, 0.0, 0.0], [0.0, 0.0, 0.0], [0.0, 0.0, 0.0], [0.0, 0.0, 0.0], [0.0, 0.0, 0.0], [0.0, 0.0, 0.0], [0.0, 0.0, 0.0], [0.0, 0.0, 0.0], [0.0, 0.0, -0.1], [0.0, 0.0, 0.0], [0.0, 0.0, -0.1], [0.4, -0.5, -0.3], [0.0, 0.0, 0.0], [0.0, 0.0, 0.0], [0.0, 0.0, 0.0], [0.0, 0.0, 0.0], [0.0, 0.0, 0.0], [-0.2, 0.1, 0.0], [0.0, 0.0, 0.0], [0.0, 0.0, 0.0], [-0.1, 0.0, 0.1], [0.0, 0.0, -0.1], [0.0, 0.0, 0.0], [0.0, 0.0, 0.0], [0.0, 0.0, 0.0], [0.0, 0.0, 0.0], [0.0, 0.0, 0.0], [0.0, 0.0, 0.0], [0.1, 0.0, 0.1], [0.0, 0.0, -0.1], [0.0, 0.0, 0.0], [0.2, -0.2, 0.2], [0.1, 0.2, 0.0], [0.0, 0.0, 0.0], [0.0, 0.0, 0.0], [0.0, 0.0, 0.0], [0.0, 0.0, 0.1], [-0.2, -0.1, 0.0], [0.0, 0.0, 0.0], [0.0, 0.0, 0.0], [0.0, 0.0, 0.0], [0.0, -0.1, 0.2], [0.0, 0.0, 0.0], [0.0, 0.0, 0.0], [0.0, 0.0, 0.0], [0.0, 0.0, 0.0], [0.1, 0.0, 0.0], [-0.1, 0.4, 0.1], [0.0, 0.0, 0.0], [0.0, 0.0, 0.0], [0.0, 0.0, 0.0], [0.0, 0.0, 0.0], [0.0, 0.0, 0.0], [0.0, 0.0, 0.0], [0.0, 0.0, 0.0], [-0.1, 0.0, 0.0], [0.0, 0.0, 0.0], [0.3, 0.0, 0.2], [0.0, 0.0, -0.1], [0.0, 0.0, 0.1], [0.0, 0.0, 0.0], [0.0, 0.0, 0.0], [0.0, 0.0, 0.0], [0.0, 0.0, 0.0], [-0.1, 0.0, 0.0], [0.0, 0.0, 0.0], [0.0, 0.0, 0.0], [0.0, 0.0, 0.0], [0.0, 0.1, 0.0], [0.0, 0.0, -0.1], [-0.1, -0.1, 0.0], [0.2, 0.0, 0.1], [0.1, 0.1, 0.0], [0.0, 0.0, 0.0], [0.0, 0.0, 0.1], [0.0, 0.0, 0.0], [0.0, 0.0, 0.0], [0.0, 0.0, 0.0], [0.0, 0.0, -0.1], [0.0, 0.0, 0.1], [-0.1, -0.1, -0.1], [0.0, 0.0, 0.0], [0.0, 0.0, 0.0], [0.1, 0.1, 0.0], [-0.1, -0.1, -0.1], [0.0, 0.1, 0.1], [0.0, 0.0, 0.0], [0.0, 0.0, 0.0], [0.0, 0.0, 0.0], [0.0, 0.0, 0.0], [0.0, 0.0, 0.0], [0.0, -0.1, -0.2], [0.0, 0.1, 0.1], [0.0, -0.1, -0.1], [-0.1, 0.1, 0.0], [0.0, 0.0, 0.0], [0.0, 0.0, 0.0], [0.0, 0.0, 0.0], [0.1, 0.0, 0.1], [-0.2, 0.1, -0.1], [0.0, 0.0, 0.0]],
  "gap_ev": 9.1,
  "e_homo_ev": -9.0,
  "charge": 0,
  "smiles": "CCCCCCCCC[C@H](CO[C@H](Br)P(O)O)OCCCC(N)=O.COCCOC.COCCOC.COCCOC.COCCOC.COCCOC.COCCOC"
}